[1]
Entry from the Open Molecules 2025 dataset: a structure of composition C17H28CrNO2P2 (ωB97M-V/def2-TZVPD).

- LUMO energy (spin up / spin down): -3.7 / -5.4 eV
- Highest occupied orbital energy (spin up / spin down): -11.082 / -11.543 eV
- Orbital gap (spin up / spin down): 7.395 / 6.108 eV

```
! RIJCOSX wB97M-V def2-TZVPD def2/J DEFGRID3
* xyz 1 5
Cr 0.047 -0.469 0.568
P -2.223 -0.165 0.197
C -2.125 0.256 -1.532
C -0.857 0.697 -2.015
N 0.262 0.411 -1.264
C 1.484 0.825 -1.650
C 1.648 1.567 -2.799
C 0.552 1.874 -3.589
C -0.704 1.437 -3.202
C 2.673 0.484 -0.773
P 2.286 -0.967 0.289
H -1.614 1.656 -3.765
H 2.660 1.887 -3.051
H 0.665 2.462 -4.491
H 3.566 0.266 -1.373
H 2.951 1.298 -0.093
H -2.160 -1.839 -3.227
H -3.009 0.437 -2.132
H -0.709 -3.984 -2.012
O -1.939 -2.786 -3.346
H -2.489 -3.003 -4.128
H -0.099 -1.944 1.047
O -0.404 -4.420 -1.179
H 0.440 -3.988 -0.998
C 2.802 -2.332 -0.780
H 3.848 -2.250 -1.119
H 2.685 -3.248 -0.186
H 2.142 -2.362 -1.656
C 3.572 -0.913 1.552
H 3.462 -1.843 2.125
H 4.601 -0.849 1.158
H 3.366 -0.047 2.191
C -3.037 1.220 1.037
H -4.022 1.401 0.591
H -3.157 0.999 2.104
H -2.412 2.112 0.922
C -3.358 -1.550 0.377
H -3.526 -1.708 1.452
H -4.317 -1.331 -0.117
H -2.891 -2.439 -0.066
C -0.138 2.926 4.007
C -0.378 1.583 4.336
C -0.262 0.593 3.354
C 0.118 0.978 2.069
C 0.313 2.309 1.697
C 0.193 3.288 2.693
H -0.228 3.701 4.778
H -0.667 1.305 5.353
H -0.484 -0.457 3.566
H 0.524 2.579 0.654
H 0.347 4.340 2.423
*
```

[2]
Entry from the Open Molecules 2025 dataset: the molecule C19H18Br2N4 (ωB97M-V/def2-TZVPD).

- LUMO energy: 0.1 eV
- Highest occupied orbital energy: -7.753 eV
- SMILES: N#Cc1c(NCCCNCc2cc(Br)cc(Br)c2)[nH]c2ccccc12
- Orbital gap: 7.854 eV

```
! RIJCOSX wB97M-V def2-TZVPD def2/J DEFGRID3
* xyz 0 1
N 3.584 -0.767 5.212
Br -4.736 -1.211 -6.468
Br -5.162 1.099 -1.377
C 3.191 -0.153 4.296
C 2.645 0.766 3.257
C 2.098 0.290 2.074
C 2.727 4.520 3.844
C 1.863 4.846 2.780
C -4.417 -0.095 -3.754
C 3.015 3.234 4.204
C 1.506 3.831 1.916
C -2.858 -1.928 -4.259
C -3.222 -1.032 -1.915
C -3.788 -0.959 -4.646
C -4.047 -0.062 -2.384
C 2.476 2.165 3.391
C 1.743 2.525 2.262
C -2.647 -1.962 -2.791
N 1.513 1.427 1.521
N 2.095 -0.988 1.637
N -0.906 -2.696 -1.241
C -1.824 -3.168 -2.272
C 0.980 -1.559 0.860
C 0.219 -1.780 -1.655
C 1.467 -1.655 -0.648
H 3.066 5.364 4.405
H 1.775 5.837 2.486
H -5.330 0.547 -4.057
H 3.648 3.034 5.075
H 0.878 4.108 1.070
H -2.443 -2.540 -5.016
H -3.092 -1.144 -0.847
H 1.008 1.504 0.632
H 2.743 -1.577 2.070
H -1.373 -2.560 -0.372
H -1.308 -3.578 -3.147
H -2.463 -3.884 -1.914
H 0.676 -2.626 1.163
H 0.004 -0.958 0.878
H -0.264 -0.745 -1.803
H 0.663 -2.149 -2.620
H 2.099 -2.512 -0.921
H 2.200 -0.809 -0.926
*
```

[3]
Entry from the Open Molecules 2025 dataset: the molecule C29H25N5O3 (ωB97M-V/def2-TZVPD).

- LUMO energy: 0.4 eV
- Highest occupied orbital energy: -8.088 eV
- SMILES: O=C(Cn1c(=O)c2c(ncn2Cc2ccccc2)n(Cc2ccccc2)c1=O)N1CCc2ccccc21
- Orbital gap: 8.493 eV

```
! RIJCOSX wB97M-V def2-TZVPD def2/J DEFGRID3
* xyz 0 1
O 3.689 -2.286 -0.449
C 2.536 -1.946 -0.588
N 2.077 -1.309 -1.697
C 2.889 -0.894 -2.763
C 4.267 -0.782 -2.808
C 4.842 -0.325 -3.986
C 4.068 0.007 -5.084
C 2.684 -0.111 -5.031
C 2.104 -0.559 -3.866
C 0.657 -0.799 -3.550
H 0.025 0.051 -3.804
H 0.290 -1.669 -4.101
C 0.678 -1.062 -2.036
H 0.059 -1.916 -1.761
H 0.316 -0.176 -1.498
H 2.075 0.144 -5.886
H 4.539 0.359 -5.989
H 5.916 -0.229 -4.042
H 4.868 -1.045 -1.955
C 1.497 -2.296 0.482
N 0.611 -1.207 0.863
C 1.255 -0.071 1.349
O 2.461 -0.005 1.387
N 0.453 0.972 1.759
C -0.896 0.861 1.668
C -1.506 -0.276 1.153
N -2.857 -0.014 1.194
C -2.976 1.224 1.702
N -1.824 1.783 2.007
H -3.921 1.705 1.854
C -3.898 -0.849 0.638
C -4.091 -0.504 -0.821
C -3.333 -1.147 -1.790
C -3.460 -0.792 -3.121
C -4.344 0.206 -3.493
C -5.104 0.848 -2.531
C -4.975 0.498 -1.198
H -5.569 1.003 -0.449
H -5.798 1.625 -2.817
H -4.445 0.481 -4.533
H -2.868 -1.298 -3.870
H -2.650 -1.928 -1.495
H -3.582 -1.889 0.741
H -4.817 -0.679 1.204
C -0.763 -1.423 0.741
O -1.210 -2.474 0.311
C 1.062 2.145 2.377
C 1.157 1.948 3.867
C 2.277 1.343 4.422
C 2.344 1.124 5.787
C 1.292 1.504 6.604
C 0.169 2.098 6.052
C 0.100 2.318 4.688
H -0.777 2.772 4.250
H -0.654 2.391 6.687
H 1.346 1.334 7.669
H 3.219 0.656 6.213
H 3.090 1.040 3.779
H 2.054 2.262 1.937
H 0.425 2.998 2.136
H 0.863 -3.117 0.135
H 2.068 -2.624 1.356
*
```